Record 1
{"formula": "C17H43BNO12V", "method": "ωB97M-V with the def2-TZVPD basis set", "homo_ev": [2.28, 2.26], "spin_multiplicity": 2, "charge": -3, "de_lowest_ev": 1.645, "fmax_ev_per_a": 9.8, "homo_lumo_gap_ev": [2.615, 2.643], "s2": 0.775, "species": ["O", "V", "C", "O", "O", "O", "C", "O", "O", "O", "B", "H", "H", "H", "H", "C", "O", "C", "C", "N", "C", "C", "O", "C", "H", "H", "H", "H", "H", "H", "H", "H", "H", "H", "H", "H", "H", "H", "H", "C", "C", "C", "O", "H", "H", "H", "H", "H", "H", "H", "H", "C", "C", "C", "O", "H", "H", "H", "H", "H", "H", "H", "H", "C", "C", "C", "O", "H", "H", "H", "H", "H", "H", "H", "H"], "coordinates": [[0.898, -2.452, -1.543], [0.088, -1.474, -2.532], [1.615, -1.201, -4.787], [1.054, -0.496, -5.727], [0.965, -2.294, -4.523], [1.799, -0.536, -3.700], [-2.362, -2.105, -3.606], [-1.798, -2.589, -2.568], [-2.609, -2.789, -4.668], [-1.670, -1.039, -3.934], [-0.352, 0.247, -1.076], [-0.420, 0.593, -2.146], [-0.577, 1.086, -0.332], [-1.108, -0.572, -0.934], [0.685, -0.160, -0.971], [4.793, -1.636, 6.630], [3.946, -1.230, 5.584], [4.368, -1.701, 4.300], [3.407, -1.163, 3.244], [2.150, -1.919, 3.198], [1.367, -1.490, 2.041], [0.063, -2.247, 1.903], [0.386, -3.588, 1.518], [-0.722, -4.443, 1.568], [5.842, -1.580, 6.310], [4.723, -2.730, 6.746], [4.568, -1.166, 7.581], [4.363, -2.794, 4.294], [5.380, -1.345, 4.074], [3.915, -1.257, 2.281], [3.275, -0.080, 3.357], [1.641, -1.698, 4.048], [1.943, -1.549, 1.115], [1.114, -0.418, 2.015], [-0.508, -1.821, 1.074], [-0.525, -2.266, 2.829], [-1.484, -4.065, 0.879], [-1.179, -4.503, 2.569], [-0.450, -5.468, 1.321], [-4.946, 1.249, -4.041], [-3.661, 2.062, -3.961], [-3.075, 2.138, -2.544], [-2.692, 1.441, -4.769], [-5.217, 1.005, -5.069], [-5.740, 1.754, -3.479], [-4.795, 0.259, -3.600], [-3.840, 3.095, -4.284], [-3.758, 2.664, -1.865], [-2.119, 2.661, -2.543], [-2.840, 1.150, -2.143], [-2.545, 0.545, -4.376], [3.731, 2.483, -2.481], [2.571, 1.956, -1.653], [2.577, 2.456, -0.199], [1.359, 2.367, -2.240], [4.665, 2.267, -1.956], [3.613, 3.549, -2.699], [3.713, 2.001, -3.460], [2.667, 0.867, -1.600], [2.672, 3.546, -0.179], [3.434, 2.029, 0.337], [1.673, 2.141, 0.321], [0.632, 1.808, -1.900], [-3.287, 2.617, 2.939], [-2.680, 1.544, 2.048], [-3.642, 0.855, 1.099], [-1.692, 2.232, 1.301], [-4.092, 2.183, 3.540], [-3.629, 3.466, 2.344], [-2.568, 3.032, 3.648], [-2.218, 0.835, 2.751], [-3.157, 0.060, 0.530], [-4.003, 1.570, 0.358], [-4.493, 0.457, 1.659], [-1.201, 1.594, 0.733]], "atomic_forces_ev_per_a": [[-1.18, 0.84, -0.73], [1.61, -2.63, -3.09], [-9.28, 3.04, -0.08], [3.92, -0.75, -1.87], [0.79, -3.25, 0.76], [2.46, 1.37, 3.59], [6.73, -1.60, -5.87], [-0.80, -1.72, 4.01], [-3.79, -0.54, 2.02], [-0.64, 4.45, 0.97], [-0.35, 0.67, 0.75], [-0.59, 1.03, -2.16], [0.13, 1.08, 0.55], [-1.69, -1.80, 0.38], [2.39, -0.63, 0.87], [0.37, -1.61, -1.15], [0.05, 0.45, 0.33], [-0.61, 0.46, 0.01], [0.21, -0.64, 0.00], [0.74, 0.72, -0.12], [-0.70, 0.53, -0.37], [0.70, -0.90, -1.12], [0.13, -0.34, 0.91], [-0.41, 0.50, -0.13], [0.16, 0.84, 0.35], [-0.43, -0.06, 0.36], [-0.02, 0.36, -0.19], [-0.01, -0.08, -0.08], [0.13, 0.07, 0.20], [-0.13, -0.26, -0.10], [-0.07, 0.08, 0.30], [-0.13, -0.06, -0.02], [0.04, -0.72, 0.04], [-0.06, 0.13, 0.57], [-0.19, 0.30, 0.16], [-0.02, 0.15, 0.14], [-0.14, -0.31, -0.13], [0.07, 0.24, 0.20], [0.30, 0.16, -0.34], [-0.09, -0.20, 0.51], [0.89, -0.86, 0.47], [-0.41, 0.22, 0.23], [-0.49, 0.54, -0.31], [-0.13, 0.53, -0.10], [-0.27, -0.10, -0.22], [0.17, 0.10, 0.25], [0.07, -0.06, -0.41], [0.01, -0.04, 0.13], [-0.07, 0.14, -0.20], [-0.22, -0.12, -0.12], [0.88, -0.40, -0.37], [-0.46, -0.08, -0.26], [-0.42, 0.09, 0.66], [0.72, -0.07, -0.15], [0.15, 0.28, -0.09], [0.14, 0.15, -0.14], [0.10, 0.14, 0.39], [0.07, -0.28, 0.12], [-0.26, -0.10, -0.39], [-0.16, 0.06, 0.08], [0.04, 0.05, 0.08], [-0.08, 0.05, -0.09], [0.44, 0.11, -0.40], [-0.41, -0.02, 0.18], [0.66, 0.73, -0.10], [-0.31, 0.07, 0.26], [0.28, -0.20, 0.41], [-0.22, 0.18, -0.12], [-0.28, -0.15, -0.08], [0.27, -0.21, -0.12], [0.07, -0.35, -0.27], [0.08, -0.07, 0.15], [-0.05, 0.10, 0.10], [-0.04, -0.16, -0.12], [-0.35, 0.36, 0.13]], "mulliken_spin": [-0.178, 1.196, 0.000, -0.004, -0.017, -0.009, -0.004, -0.004, 0.009, -0.002, -0.062, 0.012, 0.010, 0.019, 0.017, 0.000, 0.000, 0.000, 0.000, 0.000, 0.000, -0.003, 0.000, 0.000, 0.000, 0.000, 0.000, 0.000, 0.000, 0.000, 0.000, 0.000, 0.001, -0.001, 0.006, 0.000, 0.000, 0.000, 0.000, 0.000, 0.000, 0.000, 0.000, 0.000, 0.000, 0.000, 0.000, 0.001, -0.001, 0.003, 0.001, -0.001, 0.005, -0.002, 0.000, 0.000, 0.000, 0.001, 0.000, 0.000, 0.000, 0.000, -0.004, 0.000, -0.001, 0.004, -0.001, 0.000, 0.000, 0.000, 0.000, 0.003, 0.000, 0.000, 0.005]}

---

Record 2
{"formula": "C3H4FN", "method": "ωB97M-V with the def2-TZVPD basis set", "homo_ev": [-7.92, -12.45], "spin_multiplicity": 3, "charge": 0, "de_lowest_ev": 2.808, "fmax_ev_per_a": 4.8, "homo_lumo_gap_ev": [9.010, 7.741], "s2": 2.013, "species": ["C", "C", "C", "N", "F", "H", "H", "H", "H"], "coordinates": [[-1.841, 0.039, 0.644], [0.076, -0.670, -0.387], [0.933, 0.510, -0.157], [-2.853, 0.302, 1.118], [1.429, 0.492, 1.084], [0.329, -1.576, 0.217], [-0.315, -0.758, -1.386], [0.483, 1.368, -0.353], [1.760, 0.294, -0.780]], "atomic_forces_ev_per_a": [[-0.37, 0.83, 0.50], [2.44, -1.87, -0.63], [0.32, -4.70, 0.37], [-1.53, 0.17, 0.61], [0.64, 0.37, 2.31], [-0.49, 0.79, -0.67], [-0.35, -0.29, -0.10], [-1.89, 4.26, -1.01], [1.23, 0.45, -1.37]], "mulliken_spin": [0.848, 0.917, -0.008, 0.126, 0.006, 0.008, 0.003, 0.016, 0.084]}

---

Record 3
{"formula": "C4H11N2O", "method": "ωB97M-V with the def2-TZVPD basis set", "homo_ev": -2.87, "charge": -1, "de_lowest_ev": 4.711, "fmax_ev_per_a": 2.2, "homo_lumo_gap_ev": 6.422, "species": ["C", "N", "C", "O", "C", "N", "C", "H", "H", "H", "H", "H", "H", "H", "H", "H", "H", "H"], "coordinates": [[-0.997, -0.007, 1.338], [-2.413, -0.051, 1.005], [-2.962, 0.876, -0.051], [-3.767, 0.215, -0.875], [-0.060, 0.076, 0.113], [1.114, 0.700, 0.212], [3.789, -0.935, -1.067], [-0.792, -0.903, 1.922], [-0.777, 0.934, 1.849], [-2.598, -0.954, 0.592], [-2.064, 1.346, -0.546], [-3.498, 1.676, 0.499], [0.123, 1.315, -0.001], [-0.421, -0.513, -0.749], [4.254, -0.394, -1.893], [4.498, -1.215, -0.289], [3.512, -1.951, -1.366], [3.059, -0.215, -0.694]], "atomic_forces_ev_per_a": [[-1.18, 1.11, -1.30], [0.26, -0.55, 0.40], [-0.68, -0.62, -0.14], [0.42, 0.18, -0.01], [1.21, -1.14, 1.44], [-1.89, -0.48, -0.98], [0.68, -0.15, 0.09], [0.52, 0.14, 0.16], [0.13, -0.35, 0.69], [-0.35, -0.22, -0.09], [0.23, 0.26, -0.09], [0.24, 0.36, 0.14], [0.80, 1.39, 0.07], [0.23, -0.04, -0.23], [0.43, -0.41, -0.02], [0.43, 0.77, 0.14], [-0.97, 0.54, -0.40], [-0.52, -0.81, 0.15]], "lowdin_charge": [-0.254, -0.093, -0.586, -0.330, -0.312, 0.008, -0.061, 0.104, 0.098, 0.065, 0.068, 0.074, 0.101, 0.120, 0.008, 0.003, 0.012, -0.026]}

---

Record 4
{"formula": "C5H11NO", "method": "ωB97M-V with the def2-TZVPD basis set", "homo_ev": -7.34, "charge": 0, "de_lowest_ev": 6.020, "fmax_ev_per_a": 0.3, "homo_lumo_gap_ev": 8.155, "species": ["C", "C", "C", "N", "C", "C", "O", "H", "H", "H", "H", "H", "H", "H", "H", "H", "H", "H"], "coordinates": [[-1.716, 1.441, 1.496], [-0.492, 0.903, 0.842], [0.662, 0.059, 1.224], [-0.262, -0.211, 0.127], [-0.123, -0.501, -1.163], [0.848, -1.549, -1.637], [2.035, -1.630, -0.881], [-2.489, 1.643, 0.747], [-1.485, 2.385, 1.998], [-2.130, 0.752, 2.246], [0.162, 1.757, -0.558], [0.627, -0.679, 2.032], [1.664, 0.406, 0.954], [-1.009, -0.340, -1.775], [0.398, 1.384, -1.279], [0.353, -2.534, -1.696], [1.147, -1.291, -2.658], [1.811, -1.994, -0.016]], "atomic_forces_ev_per_a": [[-0.04, 0.03, 0.00], [-0.13, -0.14, -0.02], [0.24, -0.04, 0.15], [-0.03, 0.17, -0.16], [-0.09, -0.10, 0.09], [-0.18, 0.00, -0.23], [-0.03, -0.13, 0.21], [0.10, -0.02, 0.11], [-0.03, -0.14, -0.07], [0.05, 0.07, -0.09], [0.06, -0.05, -0.09], [0.00, 0.10, -0.12], [-0.16, -0.01, 0.04], [0.13, 0.02, 0.05], [-0.02, 0.07, 0.07], [0.08, 0.14, 0.03], [-0.06, -0.02, 0.12], [0.11, 0.05, -0.10]], "lowdin_charge": [-0.057, -0.335, -0.073, -0.129, -0.130, -0.257, -0.064, 0.074, 0.074, 0.074, 0.088, 0.104, 0.103, 0.113, 0.096, 0.117, 0.120, 0.081]}

---

Record 5
{"formula": "C29H31BrN2O3S", "method": "ωB97M-V with the def2-TZVPD basis set", "homo_ev": -6.27, "charge": 0, "de_lowest_ev": 2.766, "fmax_ev_per_a": 4.5, "homo_lumo_gap_ev": 6.019, "species": ["C", "N", "C", "O", "C", "C", "C", "C", "C", "C", "C", "C", "N", "C", "C", "C", "C", "C", "C", "C", "C", "C", "C", "C", "C", "H", "H", "H", "H", "H", "H", "H", "H", "H", "H", "H", "H", "H", "H", "H", "H", "H", "H", "H", "H", "H", "H", "H", "H", "H", "Br", "C", "S", "C", "C", "C", "C", "C", "C", "O", "O", "H", "H", "H", "H", "H", "H"], "coordinates": [[-3.058, -3.011, 3.724], [-2.583, -2.032, 2.777], [-3.050, -0.751, 2.793], [-3.877, -0.305, 3.582], [-2.363, 0.010, 1.665], [-1.605, 1.245, 2.152], [-2.497, 2.261, 2.835], [-2.168, 2.718, 4.119], [-3.025, 3.591, 4.792], [-4.193, 4.047, 4.172], [-4.491, 3.636, 2.864], [-3.636, 2.753, 2.195], [-1.486, -1.018, 1.075], [-0.613, -0.711, 0.076], [0.245, -1.626, -0.534], [1.097, -1.270, -1.600], [1.525, -2.349, -2.496], [1.800, -2.168, -3.878], [2.351, -3.174, -4.676], [2.614, -4.442, -4.142], [2.218, -4.713, -2.820], [1.667, -3.684, -2.030], [-1.625, -2.341, 1.728], [-0.302, -2.804, 2.349], [-2.225, -3.419, 0.808], [-3.726, -2.523, 4.436], [-3.603, -3.815, 3.215], [-2.218, -3.457, 4.266], [-3.125, 0.301, 0.916], [-0.825, 0.912, 2.858], [-1.098, 1.702, 1.285], [-1.253, 2.350, 4.588], [-2.779, 3.908, 5.809], [-4.871, 4.718, 4.702], [-5.394, 3.992, 2.367], [-3.860, 2.421, 1.175], [-0.681, 0.337, -0.258], [0.116, -2.684, -0.335], [0.663, -0.096, -1.936], [1.572, -1.228, -4.355], [2.593, -2.971, -5.732], [3.104, -5.224, -4.736], [2.352, -5.721, -2.389], [1.344, -3.970, -1.020], [-0.013, -2.095, 3.138], [-0.429, -3.802, 2.786], [0.490, -2.839, 1.598], [-3.293, -3.210, 0.655], [-1.720, -3.444, -0.160], [-2.128, -4.400, 1.293], [3.694, -0.654, -1.971], [1.958, 0.218, -2.192], [2.089, 1.899, -1.400], [3.182, 2.955, -2.415], [4.558, 3.008, -2.169], [5.344, 3.918, -2.876], [4.774, 4.783, -3.809], [3.395, 4.750, -4.014], [2.595, 3.846, -3.319], [0.738, 2.412, -1.559], [2.665, 1.725, -0.087], [1.823, 0.429, -3.276], [4.998, 2.361, -1.410], [6.413, 3.965, -2.686], [5.394, 5.492, -4.357], [2.929, 5.441, -4.708], [1.513, 3.852, -3.445]], "atomic_forces_ev_per_a": [[0.11, -0.36, -0.01], [-0.31, 0.64, 0.29], [-0.48, 0.08, 0.47], [0.77, -0.38, -0.76], [-0.04, -0.57, -0.57], [0.22, 0.17, 0.14], [0.23, 0.18, 0.08], [-0.46, -0.10, -0.26], [-0.02, 0.04, -0.14], [0.15, -0.24, -0.30], [0.33, -0.10, 0.19], [-0.12, 0.16, 0.29], [-0.83, -0.03, 1.11], [1.17, -1.80, -1.08], [-2.34, 2.67, 2.81], [-0.83, 3.17, -3.14], [-0.53, -0.85, -1.84], [0.11, -0.72, 0.16], [0.04, -0.07, 0.14], [-0.13, -0.14, 0.45], [0.02, 0.65, -0.25], [0.08, -0.15, 0.10], [0.21, 0.38, -0.14], [-0.03, 0.07, 0.19], [-0.12, 0.06, 0.04], [0.13, 0.04, -0.19], [0.02, 0.09, 0.09], [-0.13, 0.06, 0.00], [0.13, 0.01, 0.39], [-0.17, 0.12, -0.29], [-0.11, -0.10, 0.34], [-0.29, 0.12, -0.03], [-0.10, -0.06, -0.34], [0.20, -0.18, -0.15], [0.22, -0.05, 0.14], [-0.03, 0.18, 0.40], [0.28, -0.59, 0.12], [0.43, 0.44, 0.05], [-1.99, -2.76, -0.62], [0.07, 0.16, -0.01], [-0.20, -0.05, 0.65], [-0.32, 0.41, 0.20], [-0.12, 0.72, -0.27], [0.35, 0.29, -0.42], [-0.01, -0.21, -0.23], [0.12, 0.22, -0.08], [-0.09, -0.05, 0.28], [0.33, -0.04, -0.09], [-0.13, -0.06, 0.14], [-0.05, 0.19, -0.22], [2.62, 1.16, -0.31], [2.97, -1.15, 1.18], [-0.67, -0.26, 0.78], [-0.08, -0.10, 0.12], [-0.11, -0.18, 0.12], [-0.06, -0.05, 0.04], [-0.26, -0.21, 0.17], [0.02, -0.08, 0.06], [-0.14, -0.23, 0.10], [0.62, -0.07, 0.06], [-0.26, 0.32, -0.96], [-0.22, -0.54, 0.85], [-0.12, 0.12, -0.25], [-0.16, -0.07, 0.00], [-0.16, -0.19, 0.16], [0.05, -0.07, 0.06], [0.26, -0.06, 0.00]], "lowdin_charge": [-0.015, -0.041, -0.372, 0.076, -0.173, -0.083, -0.231, -0.041, -0.085, -0.093, -0.078, -0.044, -0.024, -0.058, -0.099, -0.269, -0.310, -0.101, -0.087, -0.099, -0.079, -0.040, -0.472, -0.002, 0.005, 0.094, 0.092, 0.090, 0.158, 0.132, 0.119, 0.111, 0.101, 0.098, 0.100, 0.113, 0.124, 0.065, 0.142, 0.096, 0.109, 0.101, 0.108, 0.104, 0.102, 0.083, 0.067, 0.099, 0.075, 0.086, 0.806, -0.603, 0.658, -0.267, -0.062, -0.065, -0.066, -0.070, -0.058, -0.337, -0.321, 0.082, 0.110, 0.110, 0.111, 0.108, 0.114]}

---

Record 6
{"formula": "C3H4N2O", "method": "ωB97M-V with the def2-TZVPD basis set", "homo_ev": -8.97, "smiles": "Nc1cnoc1", "charge": 0, "de_lowest_ev": 3.060, "fmax_ev_per_a": 3.1, "homo_lumo_gap_ev": 9.811, "species": ["N", "C", "C", "N", "O", "C", "H", "H", "H", "H"], "coordinates": [[1.646, -0.078, -0.362], [0.265, -0.235, -0.111], [-0.515, 1.105, 0.093], [-1.770, 0.901, 0.298], [-2.019, -0.412, 0.257], [-0.724, -1.168, -0.020], [1.960, 0.755, 0.118], [2.346, -0.808, -0.268], [-0.183, 2.168, 0.063], [-1.005, -2.227, -0.068]], "atomic_forces_ev_per_a": [[-0.42, -0.03, 0.23], [-1.49, 1.98, 0.37], [0.63, -1.34, -0.22], [0.58, 0.08, -0.11], [2.41, -1.85, -0.60], [-2.03, 2.06, 0.54], [0.14, -0.15, -0.22], [-0.82, -0.18, 0.06], [0.13, -1.20, 0.01], [0.87, 0.65, -0.05]], "lowdin_charge": [0.067, -0.274, -0.086, -0.012, -0.123, 0.024, 0.079, 0.092, 0.120, 0.113]}